{
  "formula": "C40H40N11O3Pb",
  "method": "the ωB97M-V functional and the def2-TZVPD basis",
  "charge": 1,
  "e_homo_ev": -10.29,
  "largest_force_ev_per_a": 0.7,
  "species": ["Pb", "C", "N", "C", "C", "C", "C", "C", "C", "N", "C", "C", "C", "C", "C", "C", "N", "C", "C", "C", "C", "C", "N", "H", "H", "H", "H", "H", "H", "H", "H", "H", "H", "H", "H", "H", "H", "H", "H", "H", "H", "N", "C", "N", "C", "N", "N", "C", "C", "C", "C", "C", "C", "N", "C", "C", "C", "C", "C", "C", "H", "H", "H", "H", "H", "H", "H", "H", "H", "H", "H", "C", "C", "C", "C", "C", "C", "O", "N", "C", "O", "N", "C", "O", "H", "H", "H", "H", "H", "H", "H", "H", "H", "H", "H"],
  "xyz": [[0.264, 0.439, 0.796], [-0.006, 3.925, 2.205], [-0.171, 3.318, 0.875], [-1.512, 3.584, 0.325], [-2.003, 2.633, -0.737], [-2.569, 3.008, -1.889], [-3.466, 2.193, -2.716], [-3.973, 0.987, -2.440], [-3.517, 0.156, -1.272], [-2.083, 1.289, -0.243], [0.881, 3.789, -0.031], [0.882, 3.077, -1.360], [1.039, 3.785, -2.540], [1.036, 3.097, -3.744], [0.885, 1.722, -3.726], [0.753, 1.084, -2.504], [0.752, 1.747, -1.346], [0.220, 2.981, 3.376], [0.311, 3.525, 4.656], [0.535, 2.681, 5.728], [0.680, 1.319, 5.499], [0.589, 0.868, 4.198], [0.350, 1.679, 3.167], [0.846, 4.611, 2.187], [-0.873, 4.546, 2.446], [-2.219, 3.474, 1.156], [-1.593, 4.617, -0.043], [-2.445, 4.035, -2.214], [-3.821, 2.685, -3.615], [-4.695, 0.546, -3.116], [-3.926, -0.853, -1.263], [0.787, 4.869, -0.211], [1.847, 3.608, 0.448], [1.160, 4.860, -2.516], [1.148, 3.631, -4.679], [0.882, 1.140, -4.637], [0.661, 0.006, -2.447], [0.214, 4.593, 4.805], [0.606, 3.079, 6.732], [0.868, 0.628, 6.309], [0.734, -0.179, 3.948], [-0.986, -4.676, -1.626], [-0.547, -4.111, -0.479], [-0.663, -2.872, -0.178], [-1.267, -2.008, -1.082], [-1.343, -0.798, -0.649], [-2.009, 0.242, -1.270], [-3.503, 0.922, 0.072], [-3.673, 0.125, 1.343], [-4.966, -0.177, 1.763], [-5.142, -0.876, 2.944], [-4.020, -1.261, 3.660], [-2.774, -0.923, 3.161], [-2.595, -0.236, 2.034], [-1.760, -2.531, -2.355], [-2.290, -1.734, -3.374], [-2.685, -2.291, -4.573], [-2.549, -3.660, -4.785], [-1.994, -4.462, -3.810], [-1.588, -3.900, -2.603], [-0.819, -5.649, -1.817], [-0.077, -4.778, 0.237], [-4.183, 1.775, 0.089], [-5.812, 0.141, 1.166], [-6.137, -1.108, 3.301], [-4.110, -1.806, 4.589], [-1.872, -1.211, 3.689], [-2.355, -0.664, -3.232], [-3.096, -1.662, -5.351], [-2.866, -4.094, -5.724], [-1.862, -5.524, -3.981], [3.380, -3.715, 1.976], [4.455, -2.626, 1.958], [4.356, -1.730, 0.708], [5.466, -0.655, 0.730], [5.413, 0.292, -0.470], [4.573, -2.599, -0.512], [5.570, -3.265, -0.677], [3.563, -2.591, -1.438], [2.376, -1.852, -1.384], [1.607, -1.968, -2.333], [2.142, -1.074, -0.300], [3.015, -1.013, 0.727], [2.737, -0.331, 1.728], [3.428, -4.288, 2.902], [3.530, -4.410, 1.146], [2.381, -3.279, 1.888], [5.444, -3.085, 1.965], [4.360, -1.985, 2.834], [6.427, -1.169, 0.755], [5.352, -0.086, 1.653], [5.602, -0.243, -1.403], [6.172, 1.067, -0.374], [4.437, 0.777, -0.546], [3.700, -3.149, -2.269]]
}

---

{
  "formula": "C40H41Cl5NO3P2Ru",
  "method": "the ωB97M-V functional and the def2-TZVPD basis",
  "charge": 2,
  "e_homo_ev": [-13.58, -13.61],
  "spin_multiplicity": 2,
  "relative_energy_kcal_mol": 0.0,
  "largest_force_ev_per_a": 0.2,
  "species": ["Ru", "Cl", "C", "C", "C", "Cl", "C", "Cl", "C", "Cl", "C", "Cl", "O", "N", "C", "C", "C", "C", "C", "C", "C", "P", "C", "C", "C", "C", "C", "C", "C", "C", "C", "C", "C", "C", "H", "H", "H", "H", "H", "H", "H", "H", "H", "H", "H", "H", "H", "H", "H", "H", "C", "C", "C", "O", "H", "H", "H", "H", "H", "H", "C", "P", "C", "C", "C", "C", "C", "C", "C", "H", "H", "H", "H", "H", "H", "H", "H", "H", "H", "H", "C", "C", "C", "O", "C", "H", "H", "H", "H", "H", "H", "H", "H"],
  "xyz": [[-0.245, 0.370, 0.310], [0.461, -2.506, 2.338], [1.701, -1.785, 1.373], [1.495, -0.600, 0.641], [2.643, -0.057, 0.046], [2.567, 1.478, -0.746], [3.889, -0.679, 0.076], [5.247, 0.038, -0.682], [4.034, -1.888, 0.750], [5.550, -2.667, 0.799], [2.936, -2.428, 1.421], [3.143, -3.887, 2.299], [-0.291, 0.804, 3.158], [-0.931, 0.056, 2.176], [-1.935, -0.577, 2.653], [-2.782, -1.569, 2.013], [-3.875, -1.978, 2.784], [-4.718, -2.985, 2.352], [-4.468, -3.609, 1.140], [-3.387, -3.210, 0.364], [-2.529, -2.198, 0.783], [-1.214, -1.689, -0.369], [-0.145, -3.106, -0.733], [-0.355, -4.381, -0.217], [0.522, -5.410, -0.530], [1.609, -5.175, -1.360], [1.825, -3.905, -1.879], [0.955, -2.875, -1.560], [-2.234, -1.461, -1.863], [-1.936, -2.067, -3.080], [-2.768, -1.875, -4.176], [-3.903, -1.086, -4.063], [-4.219, -0.496, -2.844], [-3.391, -0.686, -1.750], [0.669, 0.532, 3.169], [-2.128, -0.382, 3.704], [-4.057, -1.499, 3.738], [-5.561, -3.285, 2.961], [-5.117, -4.399, 0.787], [-3.226, -3.686, -0.595], [-1.181, -4.577, 0.453], [0.356, -6.396, -0.120], [2.290, -5.981, -1.600], [2.673, -3.716, -2.524], [1.145, -1.883, -1.949], [-1.067, -2.706, -3.177], [-2.535, -2.358, -5.115], [-4.553, -0.947, -4.916], [-5.118, 0.098, -2.745], [-3.668, -0.252, -0.794], [4.646, 0.004, 3.626], [3.186, -0.134, 3.932], [2.795, -1.033, 5.063], [2.350, 0.466, 3.270], [5.117, -0.979, 3.564], [5.134, 0.529, 4.450], [4.797, 0.559, 2.703], [3.384, -0.805, 5.952], [3.028, -2.066, 4.789], [1.733, -0.947, 5.282], [1.428, 3.236, 2.228], [0.137, 2.829, 1.012], [-1.406, 3.352, 1.839], [0.390, 4.169, -0.214], [1.677, 4.536, -0.611], [1.875, 5.570, -1.514], [0.791, 6.266, -2.030], [-0.492, 5.934, -1.619], [-0.690, 4.899, -0.717], [2.395, 2.862, 1.899], [1.196, 2.788, 3.188], [1.466, 4.321, 2.328], [-1.363, 4.414, 2.080], [-1.525, 2.781, 2.757], [-2.272, 3.175, 1.200], [2.546, 4.046, -0.192], [2.882, 5.841, -1.802], [0.946, 7.077, -2.728], [-1.342, 6.494, -1.986], [-1.701, 4.682, -0.400], [0.394, 1.736, -3.819], [-1.017, 2.286, -3.612], [-1.328, 1.945, -2.158], [-0.325, 0.955, -1.757], [0.381, 0.501, -2.950], [1.146, 2.438, -3.453], [0.606, 1.505, -4.861], [-1.722, 1.784, -4.275], [-1.081, 3.358, -3.790], [-2.313, 1.503, -2.036], [-1.206, 2.793, -1.496], [-0.184, -0.315, -3.402], [1.363, 0.163, -2.639]]
}

---

The lowest charge belongs to which entry?
C40H40N11O3Pb

---

The highest charge belongs to which entry?
C40H41Cl5NO3P2Ru

---

Which of these has the highest charge?
C40H41Cl5NO3P2Ru